[1]
Molecular formula: C39H44ClN5O6
Method: DFT, wB97M-V/def2-TZVPD

## Properties
* charge: 0
* E_tot: -73401.337 eV
* relative energy (zero: lowest compared OMol25 entry of this formula, charge and spin): 190.1 kJ/mol
* F_max: 12.08 eV Å⁻¹
* HOMO energy: -0.27656 Eh
* Kohn-Sham gap: 7.361 eV

XYZ file:
```
95
Properties=species:S:1:pos:R:3:forces:R:3
C -18.8507 17.8432 7.8571 2.1 -0.5 -0.7
C -19.7639 18.0434 9.0322 -1.0 -0.2 -1.8
N -19.3341 19.1931 9.8051 3.3 5.0 1.6
C -19.9406 20.4733 9.8165 -1.6 0.1 -1.0
C -19.0552 21.4592 10.2162 -0.2 -4.7 0.1
N -17.8318 20.8563 10.5070 -2.9 -5.8 -0.4
C -18.0417 19.5420 10.1712 0.0 -3.2 0.6
C -16.6493 21.2517 11.1599 3.2 5.8 0.7
H -19.0494 17.2250 6.9824 -1.1 -1.1 0.8
H -17.8238 17.5456 8.1713 -0.6 0.1 0.0
H -18.6969 18.6953 7.2655 0.2 2.2 -0.2
H -19.8922 17.0609 9.4384 0.2 -0.1 1.7
H -20.7614 18.3285 8.7403 -0.5 0.0 -0.3
H -21.0021 20.5321 9.4297 1.4 0.2 0.8
H -18.9629 22.4414 10.1714 -1.0 4.4 0.0
H -17.3921 18.6212 10.2294 0.1 1.9 0.3
H -15.8283 20.6443 11.5438 -1.3 -1.1 0.2
H -16.5182 22.3513 11.7812 -1.8 -3.3 -0.9
H -16.1431 21.7241 10.3541 1.2 0.3 -1.2
Cl -22.9102 19.4335 11.1087 0.0 -0.3 -0.6
N -15.5790 19.5963 8.1949 0.4 0.0 0.2
C -15.7700 20.8019 7.6666 1.2 2.7 0.2
C -14.7938 21.8949 7.9493 -3.0 -0.6 -0.9
C -13.7054 21.6334 8.7551 -1.3 1.6 -1.6
C -13.6127 20.4641 9.3753 -1.1 -5.0 -0.9
C -14.5101 19.4197 9.0190 -1.6 5.0 -1.7
H -16.6862 21.0216 6.9866 1.7 -0.7 1.3
H -14.9663 22.9670 7.6178 0.2 -1.7 0.0
H -12.9883 22.3815 8.7376 1.5 1.2 0.7
H -12.7930 19.9405 9.7610 1.7 0.6 1.4
H -14.4132 18.5129 9.4358 0.4 -3.3 1.3
N -14.9452 16.2312 3.8181 3.1 1.2 1.2
C -14.1977 17.3099 4.3576 -6.3 -0.2 -0.8
C -14.8857 18.4407 4.8607 -2.6 -6.1 -2.6
C -16.2636 18.4807 4.9400 -2.7 -2.5 -1.4
C -16.9588 17.3189 4.5389 4.8 0.1 -0.1
C -16.2324 16.2042 4.0157 2.8 7.9 3.0
H -13.2071 17.3990 4.1527 2.8 -0.4 -0.3
H -14.4758 19.1611 5.3022 4.3 6.0 3.0
H -16.9894 19.2770 5.1398 1.2 0.4 0.5
H -17.9579 17.2168 4.5780 -3.4 0.0 0.2
H -16.7914 15.5104 3.7184 -3.9 -6.3 -2.7
N -18.8701 26.5767 13.4704 -0.3 -1.1 -1.6
C -17.6307 26.4987 12.9875 0.7 1.9 0.7
C -17.1578 25.7544 11.9013 -2.4 -0.9 -0.7
C -18.1027 25.0057 11.1749 -2.6 0.3 0.5
C -19.5667 25.0291 11.6443 10.0 5.5 4.0
C -19.7979 25.8413 12.7949 0.0 -1.3 -0.5
H -16.9570 27.2717 13.4384 -0.3 -1.1 -0.2
H -16.1495 25.8012 11.5525 0.5 0.2 0.1
H -17.7853 24.5188 10.2027 -0.6 0.4 1.3
H -20.2639 24.5234 11.2745 -5.6 -4.2 -3.4
H -20.8177 25.8176 13.2266 0.7 0.3 -0.3
C -18.2188 14.2297 9.6743 -0.2 0.5 0.0
C -17.9110 14.9854 10.8755 1.7 -0.6 -1.9
C -16.6219 15.5507 11.0741 -2.3 0.3 -0.3
C -15.6922 15.3768 10.0226 1.2 2.4 0.3
C -15.9769 14.8425 8.7574 0.2 -0.9 -0.1
C -17.2022 14.1130 8.6482 0.1 1.3 1.6
O -17.5058 13.3928 7.5603 -6.9 3.7 2.5
O -16.5116 16.5314 12.1440 0.7 -0.8 -0.7
H -19.2985 13.8177 9.3942 2.6 0.8 0.9
H -18.5170 15.2519 11.7075 -1.5 -0.4 0.1
H -14.7304 15.9321 10.0468 -0.7 -0.4 0.4
H -15.1723 14.9915 7.8795 -2.1 -0.7 2.1
H -16.8651 12.9538 7.2045 6.3 -3.8 -3.1
H -17.2181 16.6077 12.8512 0.9 -1.0 -1.8
C -22.4726 15.8534 7.0393 1.5 -5.1 0.5
C -22.0878 14.3274 7.2213 -0.4 2.9 -2.2
C -22.3182 13.7083 8.4088 0.3 -0.1 0.1
C -22.5236 14.4846 9.5504 -1.6 1.6 1.4
C -22.8445 15.8241 9.4296 0.9 0.0 -0.3
C -22.8758 16.5199 8.1304 -0.1 -0.4 3.4
O -23.2034 17.8320 8.1300 -1.6 1.3 2.4
O -22.2765 12.3528 8.4792 0.1 -1.2 0.7
H -22.4054 16.2641 6.0661 0.1 0.4 -0.7
H -21.6488 13.7249 6.3493 -1.1 1.1 1.3
H -22.6415 14.1490 10.6232 0.5 -0.4 -1.5
H -22.9016 16.3220 10.4218 -0.4 0.4 -1.2
H -23.6061 18.1421 9.1007 1.8 -0.8 -2.8
H -22.6036 12.0178 9.3447 0.4 0.6 -0.9
C -22.5460 21.1322 7.3483 4.1 2.8 -1.0
C -22.1106 22.4923 7.9327 0.3 -3.1 -0.4
C -20.8162 22.8817 7.7123 1.6 -2.5 -1.0
C -19.8445 22.0887 6.9064 -8.6 1.6 2.8
C -20.3045 21.0220 6.3098 -2.7 -4.3 -2.0
C -21.6462 20.4227 6.4459 -0.3 7.1 5.0
O -21.9152 19.3766 5.7989 1.6 -3.0 -3.2
O -20.2907 23.9348 8.4082 2.1 -1.1 -0.1
H -23.5208 20.8950 7.5849 -1.9 -1.1 0.3
H -22.6193 23.0064 8.7991 0.0 -0.8 -1.4
H -18.9327 22.3260 6.9076 7.1 2.2 -0.3
H -19.7453 20.4172 5.6105 0.7 0.0 0.0
H -22.7209 18.9511 5.9578 -2.1 -0.7 0.9
H -21.0108 24.4926 8.3667 -2.0 2.8 0.6
```
Positions in Å, forces in eV/Å.

---

[2]
Molecular formula: C4H14N4
Method: DFT, wB97M-V/def2-TZVPD

## Properties
* charge: +2
* E_tot: -10313.429 eV
* relative energy (zero: lowest compared OMol25 entry of this formula, charge and spin): 615.4 kJ/mol
* F_max: 4.91 eV Å⁻¹
* HOMO energy (alpha / beta): -0.69298 / -0.69367 Eh
* Kohn-Sham gap (alpha / beta): 8.282 / 8.254 eV

XYZ file:
```
22
Properties=species:S:1:pos:R:3:forces:R:3
C -1.4400 0.1381 -0.4851 -0.8 -0.1 -0.1
C -2.7095 0.1471 0.3451 -0.1 -0.1 0.0
C 1.8180 1.7200 -0.0040 1.1 1.1 -0.3
C 1.4547 -1.9826 0.1573 0.7 -1.1 0.6
N -0.5097 1.2376 -0.1301 0.3 0.6 0.1
N -0.7118 -1.0887 -0.3222 0.2 -0.3 0.0
N 0.6814 0.9127 0.3179 0.0 -2.1 4.4
N 0.6122 -1.0184 -0.4876 -0.8 0.6 -0.2
H -1.7035 0.2894 -1.5422 0.3 0.1 0.1
H -2.4974 0.0446 1.4042 0.1 0.0 0.2
H -3.3720 -0.6555 0.0286 0.0 -0.1 -0.1
H -3.2398 1.0859 0.1899 0.1 0.0 0.0
H 2.7395 1.1805 0.2241 -0.2 -0.1 0.0
H 1.8163 2.0093 -1.0562 -0.1 -0.1 0.0
H 1.8395 2.6390 0.5962 -0.2 -0.1 0.0
H 2.4413 -1.5510 0.3487 -0.1 0.1 -0.1
H 1.0153 -2.3240 1.0989 0.0 0.2 -0.1
H 1.6172 -2.8618 -0.4813 -0.2 0.2 0.0
H -0.5186 2.0213 -0.7860 0.3 -0.2 0.0
H -1.0353 -1.6995 0.4317 0.3 0.1 -0.1
H 0.7920 0.5226 1.5889 -0.8 1.3 -4.6
H 0.9101 -0.7665 -1.4368 -0.2 0.2 0.1
```
Positions in Å, forces in eV/Å.

---

[3]
Molecular formula: H4NPSi
Method: DFT, wB97M-V/def2-TZVPD

## Properties
* charge: 0
* E_tot: -18718.143 eV
* relative energy (zero: lowest compared OMol25 entry of this formula, charge and spin): 181.9 kJ/mol
* F_max: 4.89 eV Å⁻¹
* HOMO energy: -0.35088 Eh
* Kohn-Sham gap: 9.299 eV

XYZ file:
```
7
Properties=species:S:1:pos:R:3:forces:R:3
Si 1.1600 0.2131 -0.5179 -1.5 0.7 4.6
H 1.1088 0.1615 -1.9333 0.2 -0.3 -1.1
H 2.1300 -0.6058 0.3423 -0.3 0.0 -1.1
H 1.5891 1.5975 0.0293 -0.3 -0.7 -0.8
H -0.3283 -0.0540 0.2708 2.7 0.5 -1.8
N -2.1248 -0.5625 0.7945 2.0 0.1 -0.1
P -3.5347 -0.7499 1.0142 -2.8 -0.4 0.4
```
Positions in Å, forces in eV/Å.

---

[4]
Molecular formula: C3H3N3S
Method: DFT, wB97M-V/def2-TZVPD

## Properties
* charge: 0
* E_tot: -18462.870 eV
* relative energy (zero: lowest compared OMol25 entry of this formula, charge and spin): 213.5 kJ/mol
* F_max: 3.89 eV Å⁻¹
* HOMO energy: -0.35316 Eh
* Kohn-Sham gap: 10.236 eV

XYZ file:
```
10
Properties=species:S:1:pos:R:3:forces:R:3
C -2.2982 0.7922 0.2686 2.3 -2.4 -1.2
N -1.1190 1.3124 0.4272 -2.8 2.6 0.7
N -0.1246 0.6010 0.0562 3.1 -1.8 -0.6
C -0.3810 -0.5840 -0.4199 -1.1 0.2 0.7
S -2.1214 -0.8482 -0.3903 0.6 0.6 0.0
H -3.2051 1.3096 0.3050 -1.2 0.5 0.5
H 0.4731 -1.2587 -0.6333 -1.2 0.2 -0.1
C 2.9113 -0.3657 0.1001 -0.1 -0.9 -0.2
N 2.5760 -1.3136 -0.4229 -0.3 -1.0 -0.9
H 3.2889 0.3550 0.7093 0.7 1.9 1.1
```
Positions in Å, forces in eV/Å.

---

[5]
Molecular formula: C10H17BrCl2HfO2
Method: DFT, wB97M-V/def2-TZVPD

## Properties
* charge: -2
* E_tot: -111141.155 eV
* relative energy (zero: lowest compared OMol25 entry of this formula, charge and spin): 0.0 kJ/mol
* F_max: 2.38 eV Å⁻¹
* HOMO energy: 0.03263 Eh
* Kohn-Sham gap: 3.915 eV

XYZ file:
```
33
Properties=species:S:1:pos:R:3:forces:R:3
C 0.4220 1.3946 0.0537 -1.2 -1.4 -0.3
C -0.9037 1.1029 -0.4283 1.9 -0.7 -1.2
C -0.7776 -0.0357 -1.2702 1.4 0.1 0.8
C -2.1065 1.9571 -0.3229 -0.2 0.0 0.4
C 0.5681 -0.4819 -1.2501 -0.4 1.7 0.3
C 1.3098 0.3885 -0.3974 -1.6 0.0 -1.1
C 2.7625 0.3387 -0.1952 0.1 -0.1 0.3
C 0.7489 2.5270 0.9225 0.3 0.4 0.2
C -1.8616 -0.7179 -1.9837 -1.2 0.2 -0.2
C 1.1094 -1.5584 -2.0999 0.2 -0.4 -0.2
Hf -0.4780 -1.4540 2.4625 -0.5 1.1 -2.0
Cl -3.1855 -1.4348 0.9485 0.1 -0.3 1.1
Cl -1.3792 0.6180 3.1227 -0.3 0.8 0.6
O -0.3056 -2.2214 0.7112 0.7 -2.3 0.0
H -1.8967 2.7746 0.3683 -0.2 0.1 0.1
H -2.9169 1.3471 0.0766 -0.4 0.2 0.1
H -2.4481 2.4081 -1.2688 0.1 -0.1 0.0
H -2.7818 -0.7153 -1.3714 0.4 -0.3 -0.3
H -1.6350 -1.7420 -2.3082 0.0 0.1 0.3
H -2.0964 -0.1604 -2.8869 -0.3 0.1 -0.7
H 0.3840 -2.3893 -2.1273 0.4 -0.1 -0.2
H 2.0748 -1.9179 -1.7161 -0.2 -0.2 0.0
H 1.3086 -1.2284 -3.1434 -0.2 -0.2 0.2
H 3.0635 -0.7134 -0.1813 0.4 0.1 0.0
H 2.9649 0.7694 0.7863 0.5 0.0 0.1
H 3.3118 0.8899 -0.9774 0.3 -0.1 0.2
H -0.0573 2.7100 1.6365 0.1 0.3 0.1
H 0.9529 3.4218 0.3274 -0.1 0.5 0.1
H 1.6644 2.3177 1.4656 0.2 0.0 0.4
H -0.2354 -3.1643 0.4369 -0.2 1.3 0.2
O 1.4137 -1.0652 2.8029 1.2 -0.2 1.5
H 2.1003 -0.8976 3.4974 -1.4 -0.2 -1.2
Br -1.0941 -3.0674 4.3095 -0.1 -0.6 0.5
```
Positions in Å, forces in eV/Å.

---

[6]
Molecular formula: C30H41N9Ti
Method: DFT, wB97M-V/def2-TZVPD

## Properties
* charge: +4
* E_tot: -68267.703 eV
* relative energy (zero: lowest compared OMol25 entry of this formula, charge and spin): 19.0 kJ/mol
* F_max: 0.75 eV Å⁻¹
* HOMO energy: -0.71669 Eh
* Kohn-Sham gap: 5.972 eV

XYZ file:
```
81
Properties=species:S:1:pos:R:3:forces:R:3
Ti 0.8132 0.2318 0.6873 0.2 -0.3 0.7
C -2.6742 -2.6004 0.9743 -0.1 0.0 0.0
C -1.4506 -1.8508 0.6025 -0.1 0.0 0.0
N -0.9678 -0.8797 1.3001 0.2 0.1 -0.1
C -1.6823 -0.4970 2.5266 -0.1 0.1 0.1
C -0.9814 0.7013 3.1211 0.0 -0.1 0.0
N -0.4404 1.5104 2.0036 -0.3 0.1 -0.1
C -1.4905 2.1777 1.1808 0.0 0.0 -0.1
C -0.7690 2.8551 0.0375 -0.2 0.0 0.2
N 0.1484 1.8428 -0.5554 -0.1 -0.1 -0.1
C 1.0968 2.3957 -1.5772 0.2 0.0 -0.1
C 2.4754 1.7307 -1.4220 -0.1 0.1 0.0
N 2.1326 0.3659 -1.0188 0.0 0.1 0.1
C 2.3299 -0.6132 -1.8312 0.0 0.0 0.0
C 3.2952 -0.6440 -2.9564 0.1 0.0 -0.1
C 1.3477 -1.7053 -1.6507 0.0 0.1 0.0
C 1.2624 -2.8377 -2.4428 0.0 0.0 0.0
C 0.1474 -3.6546 -2.3081 0.0 0.0 0.0
C -0.8134 -3.3406 -1.3526 0.0 0.0 0.0
C -0.6263 -2.2193 -0.5636 0.0 0.0 -0.1
N 0.4176 -1.4011 -0.7382 0.0 0.1 0.2
H -3.5114 -1.9180 1.1416 0.0 0.0 0.0
H -2.5178 -3.1235 1.9242 0.0 0.0 0.0
H -2.9739 -3.3303 0.2309 0.0 0.0 0.0
H -1.6891 -1.3246 3.2381 0.0 0.0 0.0
H -2.7253 -0.2704 2.2982 0.0 0.0 -0.1
H -0.1473 0.3919 3.7536 0.0 0.0 0.0
H -1.6675 1.2888 3.7330 0.0 0.0 0.0
H 0.0962 2.2635 2.4303 0.2 -0.1 -0.1
H -2.0535 2.9004 1.7737 0.0 0.0 0.1
H -2.1814 1.4271 0.7983 0.0 0.0 0.0
H -0.2019 3.7110 0.4006 0.1 0.0 -0.1
H -1.4762 3.2228 -0.7075 0.0 0.0 -0.1
H -0.5123 1.1961 -1.0502 0.0 0.1 -0.2
H 1.1790 3.4783 -1.4818 -0.1 0.0 0.1
H 0.7019 2.1963 -2.5739 -0.1 0.0 0.0
H 3.1026 2.2116 -0.6795 0.0 0.0 0.0
H 3.0009 1.7693 -2.3726 0.0 -0.1 0.0
H 4.0994 0.0770 -2.8410 0.0 0.0 0.0
H 2.7857 -0.4487 -3.9070 0.0 0.0 0.0
H 3.7408 -1.6366 -3.0384 0.0 0.0 0.0
H 2.0317 -3.0731 -3.1654 0.0 0.0 0.0
H 0.0277 -4.5270 -2.9388 0.0 0.0 0.0
H -1.6769 -3.9776 -1.2261 0.0 0.0 0.0
N 3.0345 0.0917 3.4022 0.1 0.0 0.1
C 2.9097 1.3647 2.9164 0.0 0.0 -0.1
C 3.5310 2.3632 3.6901 0.0 0.1 0.1
C 3.5128 3.6647 3.2812 0.0 0.0 0.0
C 2.8425 3.9624 2.0852 0.0 0.0 0.0
C 2.2395 2.9507 1.4054 0.0 0.1 0.0
N 2.2434 1.6281 1.7790 0.0 -0.3 -0.1
C 2.8101 -1.1491 2.8598 -0.1 0.0 -0.1
C 3.5304 -2.1880 3.4699 0.1 -0.1 0.1
C 3.3608 -3.4811 3.0659 0.0 0.0 0.0
C 2.4159 -3.7222 2.0618 0.0 0.0 0.0
C 1.7483 -2.6693 1.5183 0.0 -0.1 0.0
N 1.9231 -1.3474 1.8596 0.1 0.3 0.0
H 3.6239 0.0496 4.2227 0.0 0.0 0.0
H 4.0325 2.0815 4.6077 0.0 0.0 0.0
H 4.0062 4.4370 3.8573 0.0 0.0 0.0
H 2.7973 4.9724 1.7012 0.0 0.0 0.0
H 1.7280 3.1907 0.4962 0.0 0.0 0.0
H 4.2302 -1.9486 4.2607 0.0 0.0 0.0
H 3.9301 -4.2854 3.5138 0.0 0.0 0.0
H 2.2057 -4.7254 1.7187 0.0 0.0 0.0
H 1.0098 -2.8927 0.7776 0.0 0.1 0.0
C -3.7687 0.8250 -4.4742 0.0 0.0 0.0
C -4.1474 0.2322 -3.1029 -0.2 0.1 -0.2
C -5.2259 1.0969 -2.4234 0.1 0.0 0.1
C -4.6418 -1.2158 -3.2564 0.1 0.0 0.1
C -2.9451 0.2453 -2.2619 0.1 0.0 0.1
N -1.9978 0.2673 -1.6021 -0.1 0.1 -0.1
H -4.6646 0.8507 -5.0932 0.0 0.0 0.0
H -3.0230 0.2139 -4.9829 0.0 0.0 0.0
H -3.3956 1.8448 -4.3799 0.0 0.0 0.0
H -6.0958 1.1302 -3.0778 0.0 0.0 0.0
H -4.8839 2.1200 -2.2661 0.0 0.0 0.0
H -5.5372 0.6706 -1.4692 0.0 0.0 0.0
H -5.5183 -1.2088 -3.9026 0.0 0.0 0.0
H -4.9361 -1.6397 -2.2952 0.0 0.0 0.0
H -3.8868 -1.8521 -3.7200 0.0 0.0 0.0
```
Positions in Å, forces in eV/Å.

---

What did the fifth record say?
Molecular formula: C10H17BrCl2HfO2
Method: DFT, wB97M-V/def2-TZVPD

## Properties
* charge: -2
* E_tot: -111141.155 eV
* relative energy (zero: lowest compared OMol25 entry of this formula, charge and spin): 0.0 kJ/mol
* F_max: 2.38 eV Å⁻¹
* HOMO energy: 0.03263 Eh
* Kohn-Sham gap: 3.915 eV

XYZ file:
```
33
Properties=species:S:1:pos:R:3:forces:R:3
C 0.4220 1.3946 0.0537 -1.2 -1.4 -0.3
C -0.9037 1.1029 -0.4283 1.9 -0.7 -1.2
C -0.7776 -0.0357 -1.2702 1.4 0.1 0.8
C -2.1065 1.9571 -0.3229 -0.2 0.0 0.4
C 0.5681 -0.4819 -1.2501 -0.4 1.7 0.3
C 1.3098 0.3885 -0.3974 -1.6 0.0 -1.1
C 2.7625 0.3387 -0.1952 0.1 -0.1 0.3
C 0.7489 2.5270 0.9225 0.3 0.4 0.2
C -1.8616 -0.7179 -1.9837 -1.2 0.2 -0.2
C 1.1094 -1.5584 -2.0999 0.2 -0.4 -0.2
Hf -0.4780 -1.4540 2.4625 -0.5 1.1 -2.0
Cl -3.1855 -1.4348 0.9485 0.1 -0.3 1.1
Cl -1.3792 0.6180 3.1227 -0.3 0.8 0.6
O -0.3056 -2.2214 0.7112 0.7 -2.3 0.0
H -1.8967 2.7746 0.3683 -0.2 0.1 0.1
H -2.9169 1.3471 0.0766 -0.4 0.2 0.1
H -2.4481 2.4081 -1.2688 0.1 -0.1 0.0
H -2.7818 -0.7153 -1.3714 0.4 -0.3 -0.3
H -1.6350 -1.7420 -2.3082 0.0 0.1 0.3
H -2.0964 -0.1604 -2.8869 -0.3 0.1 -0.7
H 0.3840 -2.3893 -2.1273 0.4 -0.1 -0.2
H 2.0748 -1.9179 -1.7161 -0.2 -0.2 0.0
H 1.3086 -1.2284 -3.1434 -0.2 -0.2 0.2
H 3.0635 -0.7134 -0.1813 0.4 0.1 0.0
H 2.9649 0.7694 0.7863 0.5 0.0 0.1
H 3.3118 0.8899 -0.9774 0.3 -0.1 0.2
H -0.0573 2.7100 1.6365 0.1 0.3 0.1
H 0.9529 3.4218 0.3274 -0.1 0.5 0.1
H 1.6644 2.3177 1.4656 0.2 0.0 0.4
H -0.2354 -3.1643 0.4369 -0.2 1.3 0.2
O 1.4137 -1.0652 2.8029 1.2 -0.2 1.5
H 2.1003 -0.8976 3.4974 -1.4 -0.2 -1.2
Br -1.0941 -3.0674 4.3095 -0.1 -0.6 0.5
```
Positions in Å, forces in eV/Å.